[1]
{
  "formula": "C37H33Br2N6O3SSr",
  "method": "ωB97M-V/def2-TZVPD",
  "symbols": ["Sr", "C", "C", "C", "C", "C", "C", "C", "C", "C", "S", "C", "N", "H", "H", "H", "H", "H", "H", "H", "H", "C", "O", "C", "C", "C", "Br", "C", "C", "C", "O", "C", "N", "C", "C", "C", "C", "C", "C", "N", "H", "H", "H", "H", "H", "H", "H", "H", "H", "H", "H", "C", "C", "O", "N", "C", "C", "C", "C", "C", "C", "N", "H", "H", "H", "H", "H", "H", "H", "H", "H", "H", "Br", "C", "C", "C", "N", "C", "C", "H", "H", "H", "H"],
  "xyz": [[1.0126, 0.1969, 0.3866], [3.9639, -0.5309, -1.5022], [2.8752, -0.5168, -2.5336], [3.2750, -0.5162, -3.8899], [2.3196, -0.5026, -4.8574], [0.9558, -0.5106, -4.4926], [-0.0601, -0.5093, -5.4704], [-1.3693, -0.5287, -5.0798], [-1.6997, -0.5552, -3.7173], [-0.7393, -0.5592, -2.7245], [-1.2367, -0.6336, -1.0519], [0.6352, -0.5268, -3.1105], [1.6164, -0.5076, -2.1530], [4.6594, 0.2949, -1.6602], [4.5373, -1.4569, -1.5775], [3.5809, -0.4599, -0.4845], [4.3287, -0.5215, -4.1337], [2.5830, -0.4936, -5.9079], [0.2175, -0.4995, -6.5164], [-2.1629, -0.5322, -5.8150], [-2.7410, -0.5864, -3.4260], [3.4286, -2.4887, 1.4363], [2.0641, -2.1077, 1.2749], [1.1470, -3.1390, 1.2185], [1.4769, -4.4494, 0.9209], [0.4705, -5.4056, 0.8906], [0.9237, -7.1975, 0.4951], [-0.8441, -5.0654, 1.1272], [-1.1763, -3.7429, 1.4089], [-0.1759, -2.7899, 1.4865], [-0.4082, -1.4807, 1.8420], [-2.5819, -3.3832, 1.6312], [-3.3843, -4.0054, 2.4389], [-4.5949, -3.3404, 2.3293], [-5.8095, -3.5876, 2.9676], [-6.8754, -2.7715, 2.6515], [-6.7516, -1.7271, 1.7229], [-5.5556, -1.4613, 1.0875], [-4.4827, -2.2841, 1.4123], [-3.1632, -2.3056, 0.9907], [3.5286, -3.1949, 2.2613], [3.9753, -1.5790, 1.6732], [3.8265, -2.9295, 0.5214], [2.4954, -4.7394, 0.7126], [-1.6282, -5.8080, 1.0936], [-1.3695, -1.3731, 1.9417], [-5.9034, -4.3990, 3.6756], [-7.8344, -2.9396, 3.1225], [-7.6182, -1.1191, 1.5001], [-5.4588, -0.6601, 0.3666], [-2.8049, -1.8924, 0.1328], [0.4931, 0.9014, 4.7162], [0.9388, 1.6309, 3.4799], [1.5051, 1.0488, 2.5492], [0.6833, 2.9446, 3.4141], [1.0228, 3.7350, 2.2421], [-0.0938, 3.8219, 1.2289], [-0.6995, 5.0469, 0.9924], [-1.7271, 5.1316, 0.0644], [-2.1177, 3.9760, -0.5845], [-1.4600, 2.7909, -0.2868], [-0.4568, 2.7002, 0.5897], [0.7944, -0.1385, 4.6356], [-0.5926, 0.9547, 4.8086], [0.9261, 1.3432, 5.6134], [0.1848, 3.3818, 4.1719], [1.9031, 3.2797, 1.7905], [1.2934, 4.7370, 2.5720], [-0.3684, 5.9238, 1.5325], [-2.2108, 6.0779, -0.1370], [-2.9176, 3.9747, -1.3109], [-1.7427, 1.8624, -0.7717], [4.0937, 5.8128, -3.2099], [3.4143, 4.3687, -2.2131], [4.0836, 3.9195, -1.0848], [3.5393, 2.8536, -0.3901], [2.4117, 2.2358, -0.7425], [1.7850, 2.6827, -1.8337], [2.2397, 3.7404, -2.5994], [5.0025, 4.3815, -0.7550], [4.0398, 2.4760, 0.4957], [0.8733, 2.1681, -2.1199], [1.6922, 4.0590, -3.4743]],
  "lumo_energy_ev": -2.3,
  "multiplicity": 1,
  "gap_ev": 7.25,
  "total_charge": 1,
  "largest_force_ev_per_a": 0.47,
  "de_lowest_kj_mol": 60.7
}

=====

[2]
{
  "formula": "C37H33IKN5O5S2",
  "method": "ωB97M-V/def2-TZVPD",
  "symbols": ["K", "C", "C", "C", "C", "C", "C", "C", "C", "C", "C", "H", "H", "H", "H", "H", "H", "H", "H", "H", "H", "H", "H", "H", "H", "N", "C", "C", "C", "C", "C", "C", "S", "O", "O", "N", "C", "N", "C", "C", "C", "N", "H", "H", "H", "H", "H", "H", "H", "H", "H", "I", "C", "C", "C", "C", "C", "C", "C", "C", "C", "C", "H", "H", "H", "H", "H", "H", "O", "S", "O", "N", "C", "O", "C", "C", "C", "C", "C", "C", "H", "H", "H", "H"],
  "xyz": [[0.2470, 0.5330, 0.0500], [0.4639, -2.5283, 3.9994], [-0.6028, -1.8371, 4.8603], [-1.9402, -2.5587, 4.7029], [-0.6660, -0.3584, 4.5157], [0.3821, 0.4822, 4.8861], [0.4084, 1.8123, 4.4950], [-0.6126, 2.3580, 3.7175], [-0.5545, 3.7937, 3.2618], [-1.6687, 1.5247, 3.3683], [-1.6969, 0.1931, 3.7662], [0.5539, -3.5868, 4.2648], [1.4405, -2.0585, 4.1260], [0.2009, -2.4540, 2.9397], [-0.2966, -1.9138, 5.9106], [-2.2412, -2.5942, 3.6519], [-2.7325, -2.0653, 5.2732], [-1.8519, -3.5891, 5.0587], [1.2136, 0.0790, 5.4586], [1.2612, 2.4285, 4.7588], [0.4819, 4.1047, 3.1188], [-1.0156, 4.4606, 3.9969], [-1.0705, 3.9049, 2.3071], [-2.4576, 1.8938, 2.7232], [-2.5160, -0.4292, 3.4245], [-3.1707, -4.8016, -5.5299], [-2.8502, -4.0655, -4.3693], [-2.5377, -2.7118, -4.4579], [-2.2532, -1.9762, -3.3184], [-2.2753, -2.6036, -2.0847], [-2.6178, -3.9410, -1.9753], [-2.9002, -4.6739, -3.1152], [-1.8796, -1.6833, -0.6244], [-2.0709, -0.2869, -0.9727], [-2.7543, -2.2040, 0.4063], [-0.3715, -1.8840, -0.1503], [0.6825, -2.2933, -0.8968], [0.5258, -3.0370, -2.0220], [1.6195, -3.4261, -2.6539], [2.9021, -3.1253, -2.2280], [2.9675, -2.3541, -1.0747], [1.9062, -1.9365, -0.4122], [-2.7657, -4.4134, -6.3671], [-2.9554, -5.7826, -5.4500], [-2.5094, -2.2318, -5.4322], [-2.0018, -0.9227, -3.3874], [-2.6491, -4.3994, -0.9943], [-3.1588, -5.7263, -3.0399], [1.4551, -4.0139, -3.5558], [3.7840, -3.4548, -2.7578], [3.9282, -2.0445, -0.6655], [3.6733, -0.3749, 2.9894], [4.9575, 0.4139, 1.5106], [6.2750, 0.0510, 1.5605], [7.1642, 0.5603, 0.5863], [6.7041, 1.4070, -0.3817], [5.3400, 1.7948, -0.4310], [4.8691, 2.6918, -1.4198], [3.5510, 3.0568, -1.4245], [2.6544, 2.5367, -0.4609], [3.0105, 1.6416, 0.5389], [4.4028, 1.2935, 0.5338], [6.6378, -0.6150, 2.3310], [8.2105, 0.2783, 0.6191], [7.3832, 1.8000, -1.1332], [5.5644, 3.0772, -2.1596], [3.1876, 3.7449, -2.1845], [1.6202, 2.8729, -0.5254], [-1.4512, 1.2301, -3.9456], [-1.1855, 2.4326, -3.1913], [-0.4447, 3.4575, -3.8892], [-0.5835, 2.1328, -1.7364], [-1.4267, 2.4765, -0.7517], [-1.1939, 2.3808, 0.4582], [-2.7223, 3.0651, -1.2506], [-3.7818, 3.5418, -0.5054], [-4.8594, 4.1015, -1.1835], [-4.8601, 4.1830, -2.5755], [-3.7907, 3.6943, -3.3180], [-2.7358, 3.1299, -2.6277], [-3.7551, 3.4714, 0.5748], [-5.7095, 4.4801, -0.6281], [-5.7027, 4.6354, -3.0856], [-3.7818, 3.7554, -4.4003]],
  "lumo_energy_ev": 4.1,
  "multiplicity": 1,
  "gap_ev": 5.37,
  "total_charge": -2,
  "largest_force_ev_per_a": 2.02,
  "de_lowest_kj_mol": 166.6
}

=====

[3]
{
  "formula": "C37H34AsBr2N3O2TeTi",
  "method": "ωB97M-V/def2-TZVPD",
  "symbols": ["Ti", "N", "C", "O", "C", "C", "H", "H", "H", "H", "H", "H", "Br", "C", "C", "C", "C", "C", "N", "H", "H", "H", "H", "O", "As", "C", "C", "C", "C", "C", "C", "C", "C", "C", "C", "C", "C", "C", "C", "C", "C", "C", "C", "H", "H", "H", "H", "H", "H", "H", "H", "H", "H", "H", "H", "H", "H", "H", "Br", "C", "C", "C", "N", "C", "C", "H", "H", "H", "H", "Te", "C", "C", "C", "C", "C", "C", "H", "H", "H", "H", "H"],
  "xyz": [[0.0266, -1.1846, -0.2127], [-0.4424, -4.1026, 2.6439], [-0.4406, -3.4194, 1.5215], [-0.3357, -2.1740, 1.5055], [-0.7775, -4.1903, 0.2124], [-0.9489, -3.0331, -0.8611], [-0.1095, -3.6504, 3.5186], [-0.2985, -5.0834, 2.6996], [-1.7480, -4.6897, 0.2831], [0.0098, -4.8586, -0.0704], [-2.0418, -2.7702, -1.0053], [-0.5226, -3.3736, -1.8586], [2.9399, -3.4177, 0.7734], [2.9095, -2.7680, -0.9964], [4.0883, -2.9457, -1.7122], [4.1863, -2.4539, -2.9996], [3.1107, -1.7576, -3.4775], [1.9782, -1.6025, -2.7089], [1.8188, -2.0890, -1.4844], [4.8582, -3.5401, -1.2758], [5.0837, -2.6110, -3.5984], [3.0432, -1.3027, -4.4339], [1.1046, -1.2401, -3.2180], [-1.3157, -0.0806, 0.4319], [-1.9755, 1.1567, 1.4654], [-0.8310, 2.6681, 1.1786], [-0.9145, 3.1200, -0.1679], [-0.0858, 4.1833, -0.4491], [0.7382, 4.8162, 0.4866], [0.6832, 4.3579, 1.7932], [-0.0538, 3.2020, 2.1630], [-3.6980, 1.5062, 0.7698], [-4.1411, 0.6927, -0.2275], [-5.2534, 1.1265, -0.9264], [-5.8188, 2.3570, -0.6712], [-5.3920, 3.1050, 0.3644], [-4.2983, 2.7305, 1.1018], [-2.0548, 0.3743, 3.2650], [-0.9997, 0.1435, 4.1159], [-1.0572, -0.7171, 5.1824], [-2.2155, -1.5163, 5.3141], [-3.2822, -1.3242, 4.4706], [-3.2192, -0.3394, 3.5256], [-1.5695, 2.6946, -0.9573], [-0.1598, 4.5979, -1.4505], [1.2698, 5.7331, 0.1792], [1.3322, 4.8019, 2.5486], [-0.0950, 2.8786, 3.2543], [-3.5139, -0.1848, -0.4799], [-5.4826, 0.4123, -1.7174], [-6.7519, 2.6355, -1.1292], [-5.8158, 4.0978, 0.4863], [-3.7803, 3.3291, 1.8212], [0.0345, 0.6413, 3.9929], [-0.2063, -0.7583, 5.8634], [-2.2107, -2.2261, 6.0658], [-4.1281, -1.9717, 4.4441], [-4.1459, -0.0539, 2.9985], [-1.5917, 1.7735, -6.2958], [-1.2696, 0.9259, -4.6275], [-1.7954, -0.3714, -4.3473], [-1.4167, -0.9445, -3.1782], [-0.5180, -0.4252, -2.3056], [-0.1145, 0.8159, -2.5318], [-0.5080, 1.5389, -3.6536], [-2.3591, -0.9099, -5.0570], [-1.6750, -1.9905, -2.9624], [0.6660, 1.2706, -1.9435], [-0.0244, 2.4565, -3.7854], [1.9181, 0.5778, 0.7665], [3.9921, 0.2993, 0.0672], [4.4757, 0.8154, -1.1666], [5.8206, 0.8731, -1.4043], [6.7476, 0.6022, -0.3992], [6.2952, 0.1635, 0.8429], [4.9209, -0.0658, 1.0198], [3.8136, 1.1908, -1.9746], [6.1832, 1.3763, -2.3140], [7.8036, 0.6253, -0.6551], [7.0506, -0.0694, 1.6072], [4.5016, -0.4598, 1.9478]],
  "lumo_energy_ev": [-5.8, -5.8],
  "multiplicity": 1,
  "gap_ev": [6.82, 6.82],
  "total_charge": 2,
  "largest_force_ev_per_a": 3.99,
  "de_lowest_kj_mol": 28.0
}